(1)
Formula: C22H41N8O5S
Source: the Open Molecules 2025 dataset
Level of theory: the ωB97M-V functional and the def2-TZVPD basis

Computed properties:
total charge = +1
frontier orbital gap = 0.25954 Ha
2S+1 = 1
HOMO = -10.871 eV

Structure (XYZ):
```
77
Properties=species:S:1:pos:R:3:forces:R:3
C 3.003531 -3.081441 -0.115219 -0.1 0.1 0.0
C 2.720812 -3.782953 -1.305756 0.2 -0.2 0.2
N 1.963688 -3.298184 -2.255076 -0.1 0.3 0.0
N 1.476995 -2.079687 -2.024020 0.0 -0.2 -0.1
C 1.679586 -1.314662 -0.963608 0.1 0.3 0.3
C 1.040850 0.036107 -0.920482 -0.3 -0.2 -0.1
C -0.481728 -0.024715 -1.103595 -0.2 0.1 0.1
C -1.189265 -0.909295 -0.050326 0.3 0.2 -0.2
C -2.378792 -0.218954 0.615734 0.1 -0.4 -0.1
S -3.939018 -0.366342 -0.305445 -0.2 0.4 -0.3
C -3.941143 -2.029599 -0.807840 0.2 0.0 0.3
N -4.075688 -2.498368 -1.998183 0.0 0.0 0.0
N -4.096738 -3.885575 -1.870097 0.0 0.0 0.1
C -3.952861 -4.130182 -0.618034 -0.1 -0.1 -0.5
O -3.849491 -3.014829 0.131443 0.0 -0.2 0.2
C 2.484131 -1.829597 0.063257 0.1 -0.2 -0.1
H 3.625920 -3.556439 0.630935 0.0 0.0 0.0
H 3.124799 -4.776984 -1.473742 -0.1 0.0 -0.2
H 0.875431 -1.731266 -2.763891 0.0 -0.1 0.0
H 1.504318 0.650644 -1.695612 0.0 0.1 0.1
H 1.280093 0.490793 0.036653 0.1 0.0 0.0
H -0.752446 -0.333484 -2.117236 0.0 0.0 0.0
H -0.852233 0.997686 -1.013830 0.0 0.0 -0.1
H -1.489589 -1.844249 -0.524462 0.0 -0.1 0.1
H -0.474310 -1.185690 0.732088 0.0 0.1 0.0
H -2.521860 -0.568031 1.636654 0.0 -0.1 0.0
H -2.225888 0.859957 0.650379 -0.1 0.0 0.2
H -3.910676 -5.112954 -0.180767 0.0 0.1 0.3
H 2.679106 -1.227554 0.937810 0.0 0.1 0.0
C 5.774175 -7.475580 -2.262711 0.0 0.1 0.0
C 4.362901 -7.286061 -2.762741 0.0 -0.1 0.0
O 3.551430 -6.583971 -2.163044 0.1 0.1 0.0
N 4.006095 -7.925594 -3.894812 0.0 0.0 0.0
C 4.812944 -8.800225 -4.727274 -0.2 0.0 0.0
H 5.894815 -6.904930 -1.347183 0.0 0.0 0.0
H 5.972064 -8.526374 -2.051418 0.0 0.0 0.0
H 6.497679 -7.125829 -2.999573 0.0 0.0 0.0
H 3.048875 -7.762804 -4.168076 0.0 0.0 0.0
H 4.885744 -8.399551 -5.738507 0.0 0.0 0.0
H 4.365949 -9.793103 -4.777851 0.0 0.0 0.0
H 5.813896 -8.893903 -4.320767 0.0 0.0 0.0
C -5.022210 4.470544 0.717775 0.1 0.0 0.0
C -4.500455 3.171774 1.269396 0.0 0.0 -0.1
O -3.310436 2.868271 1.232600 0.1 0.0 0.0
N -5.396946 2.317828 1.817830 0.0 0.0 0.0
C -6.832429 2.471579 1.952176 0.1 -0.1 0.0
H -4.186512 5.038056 0.319752 0.0 0.0 0.0
H -5.739322 4.286754 -0.083324 0.0 0.0 0.0
H -5.501193 5.060811 1.499944 0.0 0.1 -0.1
H -4.973598 1.470060 2.161756 -0.1 0.0 0.0
H -7.124131 2.426495 3.002157 0.0 0.0 0.0
H -7.352430 1.678024 1.413333 0.0 0.0 0.0
H -7.147195 3.428408 1.549465 0.0 0.0 0.0
C -3.339389 6.679071 3.571366 0.0 0.0 0.0
C -4.721254 7.292132 3.606225 0.0 0.0 0.0
O -5.540303 7.088764 2.722820 0.0 -0.1 0.0
N -5.027213 8.086842 4.662778 0.0 0.0 0.0
C -4.191198 8.442617 5.792315 -0.2 0.0 -0.1
H -3.253430 6.074801 2.673124 0.0 0.0 0.0
H -2.571849 7.453441 3.552752 0.0 0.0 0.0
H -3.173731 6.043615 4.442136 0.0 0.0 0.0
H -5.960997 8.465029 4.624468 0.0 0.0 0.0
H -4.650040 8.115580 6.726573 0.0 0.0 0.0
H -4.047704 9.523141 5.837358 0.0 0.0 0.0
H -3.217999 7.971482 5.705373 0.0 0.0 0.0
C 5.188797 0.229390 -1.785899 -0.1 0.0 0.0
C 4.851436 1.040349 -0.555544 0.1 0.2 0.1
O 3.764875 0.957223 0.013344 0.0 -0.3 -0.2
N 5.797203 1.883742 -0.095292 0.0 0.0 0.0
C 7.127486 2.132496 -0.624262 -0.1 0.1 0.1
H 4.337651 -0.394581 -2.045478 0.0 0.0 0.0
H 5.411969 0.882764 -2.629159 0.0 0.0 0.0
H 6.051852 -0.411395 -1.604109 0.0 0.0 0.0
H 5.511685 2.400319 0.723070 0.0 0.0 0.0
H 7.882265 1.896580 0.125850 0.0 0.0 0.0
H 7.232031 3.180314 -0.905275 0.0 0.0 0.0
H 7.310630 1.521447 -1.501197 0.0 0.0 0.0
```
Positions in Å, forces in eV/Å.

Atom charges from the Mulliken analysis, given in e for atoms 1 to 5: -0.6726 -0.3794 -1.0286 0.6055 0.3561

***

(2)
Formula: C22H42AuCl3N2O4Si
Source: the Open Molecules 2025 dataset
Level of theory: the ωB97M-V functional and the def2-TZVPD basis

Computed properties:
frontier orbital gap (alpha / beta) = 0.27816 / 0.29283 Ha
2S+1 = 3
expectation value of S² = 2.01
HOMO (alpha / beta) = -7.121 / -8.676 eV

Structure (XYZ):
```
75
Properties=species:S:1:pos:R:3:forces:R:3
C 2.709135 -1.965065 -2.919668 -0.3 -0.6 0.0
C 1.885135 -1.441065 -4.050368 -0.1 -0.1 -0.3
H 2.832035 -3.045665 -3.004368 0.2 0.0 0.0
H 2.208035 -1.781665 -1.971268 0.0 0.1 0.1
H 3.696535 -1.516465 -2.872868 0.2 0.2 0.0
C 1.729035 -2.028665 -5.237468 -0.3 0.3 0.0
C 2.322535 -3.307665 -5.714868 0.4 -0.4 0.5
H 1.088635 -1.525965 -5.957868 0.1 0.0 0.0
H 2.365135 -4.043165 -4.908268 0.0 -0.1 -0.1
H 3.352435 -3.156865 -6.045468 0.0 0.0 -0.1
H 1.775135 -3.750365 -6.541768 -0.1 0.1 -0.1
Au 0.136135 -0.031865 4.625432 4.0 -1.0 -2.3
Cl 1.676935 1.441735 5.507132 1.5 1.3 0.3
Cl 1.423635 -0.587465 2.804232 1.0 -0.5 -1.4
C -0.005565 2.210835 2.819532 -0.3 0.3 0.3
O -0.719665 1.505835 3.556632 -1.0 1.8 -1.9
N -0.492265 3.174435 2.038532 0.0 -0.1 0.1
C -1.895665 3.224235 1.680032 -0.1 0.1 0.2
C 0.372535 4.205135 1.504032 0.2 -0.2 -0.4
H 1.072335 2.070535 2.778832 0.2 0.1 0.3
H -2.455765 2.605835 2.370232 -0.1 -0.1 0.0
H -2.037065 2.853635 0.664932 0.0 0.0 -0.1
H -2.262465 4.249535 1.730232 0.0 0.0 0.0
H 1.373535 4.090435 1.907032 0.1 0.0 0.0
H -0.001065 5.193935 1.770832 0.0 0.0 0.1
H 0.423135 4.135435 0.417232 0.0 0.1 -0.1
H 0.374235 -4.662865 3.208732 0.1 0.1 0.0
H -0.622165 -2.965465 1.381932 0.1 0.0 -0.2
C -0.579465 -4.583265 3.729632 -0.5 -0.4 0.3
C -1.544365 -3.219365 1.901732 0.8 0.3 0.0
N -1.270665 -3.379865 3.319432 -0.4 -0.2 -0.3
H -0.387065 -4.554165 4.797732 0.1 0.1 0.1
C -1.456965 -2.378065 4.169032 0.1 0.0 -0.1
O -1.428465 -1.173765 3.844332 -2.6 -1.6 -0.8
H -2.246265 -2.406465 1.767732 -0.1 0.1 -0.1
H -1.680365 -2.687365 5.193132 0.5 0.0 0.1
H -1.179765 -5.463465 3.501532 0.0 -0.1 -0.1
H -1.944565 -4.146265 1.492032 0.0 0.0 0.1
O -0.139665 -0.357365 -3.277968 0.0 -0.1 0.5
C 1.172335 -0.135465 -3.775868 -0.3 0.4 -0.3
C -0.042565 0.787435 -5.803968 0.1 0.1 0.1
C 1.102435 0.719635 -5.022368 0.1 0.3 0.0
H -0.916865 0.232435 -5.499668 -0.1 0.0 0.0
C -0.061765 1.563035 -6.956168 0.0 0.0 0.0
H 1.752335 0.415535 -3.028168 0.1 0.1 0.1
C 2.229135 1.439935 -5.411168 -0.1 0.0 -0.1
H -0.961365 1.607635 -7.556468 0.0 0.0 0.0
C 1.062035 2.279735 -7.337468 0.0 0.0 0.0
C 2.210735 2.215735 -6.558468 0.0 0.0 0.0
H 3.130135 1.381835 -4.812668 0.0 0.0 0.0
H 1.045735 2.884135 -8.234868 0.0 0.0 0.0
H 3.093135 2.772335 -6.846068 0.0 0.0 0.0
Si -0.845365 0.509635 -2.033468 -0.1 -0.3 -0.1
Cl 0.809035 -1.838365 5.928632 0.7 -1.6 1.0
C -2.675865 0.193435 -2.247368 0.1 0.0 0.0
C -0.456865 2.336735 -2.203568 0.0 -0.1 0.0
C -0.283865 -0.108165 -0.354968 -0.1 0.2 -0.5
H -2.974165 0.288735 -3.290668 0.0 0.0 -0.1
H -3.271265 0.895935 -1.664268 0.0 0.1 0.1
H -2.939965 -0.811765 -1.920368 0.0 -0.1 0.0
H -0.519365 -1.163665 -0.223368 0.0 -0.1 0.0
H -0.782565 0.440835 0.444932 0.0 0.0 0.1
H 0.789235 0.012435 -0.221968 0.1 0.0 0.1
H -0.615965 2.687635 -3.222768 0.0 0.0 -0.1
H 0.572135 2.561435 -1.927268 0.1 0.0 0.0
H -1.102665 2.925535 -1.551568 -0.1 0.0 0.1
C -1.308665 -0.017565 8.484732 -0.4 -0.1 -0.3
C -0.479765 0.618235 7.362932 0.3 0.6 2.7
O -1.064965 0.437535 6.076132 -4.1 0.1 3.6
H -2.333765 0.410635 8.493332 0.5 -0.3 0.1
H -0.825865 0.181535 9.465232 -0.3 -0.1 -0.7
H -1.369565 -1.117665 8.338932 0.0 0.6 0.1
H -0.413065 1.708035 7.565032 0.0 -0.7 -0.5
H 0.531335 0.186935 7.440232 -0.5 0.3 -0.5
H -1.720565 -0.303865 6.125232 0.6 0.9 0.1
```
Positions in Å, forces in eV/Å.

Atom charges from the Mulliken analysis, given in e for atoms 1 to 5: -1.3275 0.0553 0.4167 0.2338 0.2598

***

(3)
Formula: C22H42Cl3N2O4SSiTi
Source: the Open Molecules 2025 dataset
Level of theory: the ωB97M-V functional and the def2-TZVPD basis

Computed properties:
total charge = -1
frontier orbital gap (alpha / beta) = 0.12037 / 0.11824 Ha
2S+1 = 3
expectation value of S² = 2.01
HOMO (alpha / beta) = -1.282 / -1.284 eV

Structure (XYZ):
```
76
Properties=species:S:1:pos:R:3:forces:R:3
C -0.853261 2.879124 -3.652379 -0.3 0.5 0.2
C 0.326515 2.036134 -3.221080 0.3 -1.5 -0.1
H -0.777803 3.257279 -4.682616 0.1 -0.4 0.2
H -0.892692 3.773278 -3.007975 -0.1 -0.2 -0.1
H -1.804794 2.341014 -3.524243 0.2 0.2 -0.1
C 1.616487 2.245057 -3.752132 0.4 -1.0 -0.6
C 2.115293 3.539993 -4.245754 0.2 0.3 0.0
H 2.290092 1.390763 -3.791772 -0.1 0.3 0.0
H 1.911113 4.366082 -3.547459 -0.1 0.3 -0.1
H 1.752495 3.840910 -5.244311 0.1 0.3 -0.1
H 3.209353 3.468363 -4.284074 0.0 0.2 -0.3
Ti -0.814519 -0.725585 2.356991 1.1 1.7 -2.0
Cl -2.538004 -1.456788 0.910223 -1.3 -0.9 -1.0
Cl -1.350353 0.404722 4.185294 -0.9 1.3 2.4
C 0.296608 -2.726656 0.444274 0.6 2.1 1.5
O 0.511562 -1.659054 1.085495 0.2 -2.5 -1.9
N 1.231086 -3.667153 0.390041 0.2 -0.3 -0.3
C 2.582019 -3.479636 0.912212 -0.1 -0.2 0.0
C 0.938417 -4.889184 -0.326065 0.0 0.2 -0.2
H -0.666738 -2.927843 -0.048812 0.2 0.0 0.3
H 2.586814 -2.909507 1.846695 -0.2 0.0 -0.3
H 3.236729 -2.985795 0.181883 -0.2 0.0 0.1
H 2.980494 -4.480563 1.102602 0.1 0.1 0.1
H -0.153847 -4.933861 -0.441127 0.4 -0.3 -0.1
H 1.301994 -5.730096 0.276360 -0.2 0.0 -0.3
H 1.408499 -4.873589 -1.323459 -0.1 -0.2 0.3
H 1.193878 3.488515 0.029879 0.2 -0.4 0.2
H 3.630928 2.067800 -1.033118 -0.1 0.1 0.3
C 1.842741 3.219275 0.880693 -0.3 -0.1 0.0
C 3.712752 1.866379 0.050515 -0.1 -0.3 -0.6
N 2.404280 1.879139 0.707701 0.2 -0.2 0.6
H 1.272251 3.308713 1.812532 0.2 -0.2 -0.2
C 1.954173 0.716508 1.251320 -1.0 -0.3 1.5
O 1.139222 0.548104 2.207575 2.3 1.0 -1.9
H 4.180112 0.874385 0.180774 -0.1 0.5 0.0
H 2.405074 -0.158148 0.723896 -0.2 0.3 0.5
H 2.683256 3.923142 0.884598 -0.2 0.0 0.2
H 4.358472 2.647600 0.488579 -0.2 -0.4 0.0
O 0.272559 1.806591 -1.778751 -0.2 -1.2 1.1
C 0.014791 0.617054 -2.562777 -0.1 1.5 -0.9
C 2.275544 -0.475192 -2.198073 -0.1 0.0 0.3
C 0.961972 -0.553879 -2.674470 -0.4 -0.7 0.4
H 2.569186 0.487528 -1.793190 0.0 -0.2 0.0
C 3.156481 -1.560999 -2.207101 -0.1 0.4 -0.2
H -1.061189 0.388184 -2.501406 0.5 -0.4 -0.2
C 0.576527 -1.836497 -3.200103 0.1 1.0 0.4
H 4.140083 -1.446350 -1.749280 -0.1 0.0 -0.2
C 2.794577 -2.761074 -2.808373 -0.1 -0.2 0.0
C 1.491799 -2.890412 -3.296961 -0.2 0.1 0.0
H -0.461931 -1.990091 -3.495732 0.2 0.0 -0.1
H 3.503595 -3.596119 -2.898531 -0.3 0.4 0.1
H 1.178043 -3.848561 -3.731610 0.0 0.4 0.1
Si -2.829877 2.495214 1.040028 1.3 -2.2 1.1
Cl -1.002067 1.083923 0.795925 -2.2 3.4 -1.0
C -2.493056 3.799935 2.347966 0.1 0.4 -0.2
C -4.109905 1.447826 1.939892 -0.5 0.0 -0.1
C -3.473718 3.077086 -0.596242 -0.2 0.3 0.1
H -1.478323 4.208157 2.399700 -0.2 0.0 -0.2
H -2.736482 3.391211 3.338722 0.1 -0.1 -0.4
H -3.208398 4.612762 2.141804 0.2 0.0 0.1
H -3.030871 4.022262 -0.930574 -0.1 -0.3 0.0
H -4.536376 3.243843 -0.355509 0.1 0.2 -0.2
H -3.453918 2.334111 -1.395671 0.3 0.0 0.1
H -4.336318 0.473069 1.475157 0.1 0.5 0.1
H -5.036012 2.070047 1.974910 0.4 -0.4 0.0
H -3.800017 1.279610 2.985813 0.1 0.0 -0.5
C -1.975250 -3.600754 5.288517 0.0 0.0 0.3
S -2.203935 -3.490049 3.510484 1.7 2.8 -0.5
C -3.787430 -2.605545 3.520508 -0.8 -0.3 0.1
O -1.049230 -2.431011 3.198081 -2.0 -4.9 2.1
H -2.603698 -4.397239 5.697676 0.0 0.1 -0.1
H -2.198418 -2.628473 5.754834 0.1 -0.3 -0.3
H -0.921400 -3.856635 5.439014 -0.2 0.1 -0.1
H -4.545294 -3.286396 3.955966 0.4 0.2 0.0
H -3.736282 -1.670561 4.102016 0.3 -0.4 -0.2
H -4.086462 -2.391393 2.483587 0.4 -0.1 0.5
```
Positions in Å, forces in eV/Å.

Atom charges from the Mulliken analysis, given in e for atoms 1 to 5: -1.4870 1.4161 0.3283 0.1604 0.3190

***

- The lowest 2S+1 belongs to which entry?
  C22H41N8O5S